Run a
DFT (ωB97M-V/def2-TZVPD) results for one molecule with the formula C3H3ClN2.

The SMILES is Clc1c[nH]cn1. For the highest occupied orbital energy, the calculation gives -9.47 eV. As for the frontier orbital gap: 10.3 eV.

Cartesian coordinates (Å):
1 Cl 2.9452 -0.2221 -0.0304
2 C 1.1478 0.0104 0.1302
3 C 0.2709 0.9466 -0.0341
4 N -1.0186 0.3331 0.0425
5 C -0.8195 -1.0770 -0.0922
6 N 0.4808 -1.3040 0.1350
7 H 0.4232 2.0816 0.1679
8 H -1.8012 0.8969 -0.1514
9 H -1.6286 -1.6655 -0.1675

Atom charges from the natural (NBO) analysis, given in e for atoms 1 to 4: Cl 0.00; C 0.09; C -0.13; N -0.55



Run b
DFT (ωB97M-V/def2-TZVPD) results for one molecule with the formula C3H3ClN2.

The SMILES is Clc1ncc[nH]1. For the highest occupied orbital energy, the calculation gives -8.88 eV. As for the frontier orbital gap: 9.6 eV.

Cartesian coordinates (Å):
1 Cl -3.6778 -0.1877 0.0063
2 C -1.9822 0.2358 -0.0618
3 N -1.4840 1.4782 -0.0014
4 C -0.0980 1.2969 0.0185
5 C 0.1684 -0.0661 0.0145
6 N -1.0095 -0.7131 -0.0483
7 H 0.4996 2.1000 0.0505
8 H 1.1197 -0.6655 0.1322
9 H -1.3231 -1.6478 0.1966

Atom charges from the natural (NBO) analysis, given in e for atoms 1 to 4: Cl 0.02; C 0.29; N -0.45; C -0.09



Here are the energies relative to the best structure, in kcal/mol: run a 22.8; run b 0.0.



Run a
DFT (ωB97M-V/def2-TZVPD) results for an isolated ion of composition C4H11N2S and charge -1.

The SMILES is C[C@H](C[S-])NCN. As for the total charge: -1. For the highest occupied orbital energy, the calculation gives -2.34 eV. As for the frontier orbital gap: 6.0 eV.

Cartesian coordinates (Å):
1 C 0.9189 1.1075 -1.2241
2 C 0.8194 0.5957 0.2202
3 C 1.6500 -0.6500 0.4668
4 S 3.4420 -0.2865 0.4962
5 N -0.6085 0.4907 0.6698
6 C -1.3255 -0.5952 0.0464
7 N -2.6880 -0.6985 0.5674
8 H 0.1572 1.8783 -1.3700
9 H 1.9043 1.5399 -1.3165
10 H 0.6540 0.3074 -1.9110
11 H 1.2305 1.4121 0.8176
12 H 1.3016 -1.2062 1.3466
13 H 1.4846 -1.3534 -0.3635
14 H -0.5314 0.3658 1.6618
15 H -0.8375 -1.5509 0.3017
16 H -1.2411 -0.5023 -1.0357
17 H -3.2738 -1.0862 -0.1125
18 H -3.0567 0.2315 0.7388

Atom charges from the natural (NBO) analysis, given in e for atoms 1 to 4: C -0.63; C -0.06; C -0.55; S -0.72



Run b
DFT (ωB97M-V/def2-TZVPD) results for an isolated ion of composition C4H11N2S and charge -1.

The SMILES is NCCNCC[S-]. As for the total charge: -1. For the highest occupied orbital energy, the calculation gives -2.43 eV. As for the frontier orbital gap: 6.0 eV.

Cartesian coordinates (Å):
1 N 0.2038 2.2763 -1.3587
2 C 1.2421 1.9469 -0.3847
3 C 1.0529 0.5561 0.3411
4 N -0.0078 -0.2362 -0.1649
5 C -0.9062 -0.9828 0.8021
6 C -1.3050 -2.3108 0.2080
7 S -2.8368 -2.8890 1.0254
8 H 0.0788 1.4709 -1.9639
9 H -0.6873 2.3387 -0.8799
10 H 2.1684 1.8709 -0.9511
11 H 1.4023 2.7751 0.3041
12 H 1.0086 0.7834 1.4098
13 H 2.0615 0.1261 0.2618
14 H 0.3961 -1.0127 -0.6939
15 H -1.7346 -0.3119 1.0123
16 H -0.2755 -1.1482 1.6751
17 H -0.4285 -2.9754 0.2419
18 H -1.4324 -2.2774 -0.8844

Atom charges from the natural (NBO) analysis, given in e for atoms 1 to 4: N -0.83; C -0.22; C -0.24; N -0.66



Here are the energies relative to the best structure, in kcal/mol: run a 0.0; run b 12.9.



Run a
DFT (ωB97M-V/def2-TZVPD) results for one molecule with the formula C17H22N2O2.

The SMILES is O=C(CCC(=O)[C@@H]1CC[C@@H]2NNC[C@@H]2C1)c1ccccc1. For the highest occupied orbital energy, the calculation gives -8.73 eV. As for the frontier orbital gap: 8.6 eV.

Cartesian coordinates (Å):
1 O 1.7823 -2.0806 -1.0789
2 C 0.7475 -1.9793 -1.6856
3 C -0.2841 -3.0069 -1.4023
4 C -0.9768 -2.9909 -0.1130
5 C -1.6495 -1.6150 0.1131
6 O -2.8076 -1.6392 -0.2668
7 C -1.1132 -0.6958 1.1603
8 C -1.5289 0.6811 0.7164
9 C -0.8576 1.8996 1.3576
10 C -0.0835 1.5791 2.6741
11 N 0.7806 2.6908 3.1772
12 N 2.1075 2.1518 3.3637
13 C 2.1967 0.9250 2.4913
14 C 0.8212 0.3017 2.5307
15 C 0.4052 -0.6016 1.3011
16 C 0.4182 -0.7343 -2.4344
17 C -0.8928 -0.4975 -2.9821
18 C -1.2578 0.7074 -3.5604
19 C -0.2317 1.6320 -3.9587
20 C 1.0838 1.3545 -3.4852
21 C 1.3794 0.2304 -2.6512
22 H -0.9241 -3.0905 -2.3142
23 H 0.3084 -3.8871 -1.3629
24 H -0.1804 -3.2651 0.6331
25 H -1.6555 -3.9348 0.0302
26 H -1.4194 -0.8961 2.1441
27 H -2.5336 0.8190 0.9695
28 H -1.5059 0.7549 -0.3833
29 H -0.0753 2.2484 0.6518
30 H -1.6159 2.7321 1.5870
31 H -0.9318 1.2893 3.2734
32 H 0.7851 3.4595 2.4644
33 H 2.3174 1.9884 4.3367
34 H 2.3315 1.0447 1.4449
35 H 2.9475 0.2219 2.8158
36 H 0.8029 -0.3149 3.4962
37 H 0.9221 -0.2842 0.4198
38 H 0.6951 -1.5945 1.6336
39 H -1.6665 -1.1962 -2.7750
40 H -2.2659 0.9291 -3.7652
41 H -0.5347 2.4946 -4.5705
42 H 1.7788 2.0657 -3.7132
43 H 2.3813 0.1033 -2.2832

Atom charges from the natural (NBO) analysis, given in e for atoms 1 to 4: O -0.54; C 0.58; C -0.51; C -0.49



Run b
DFT (ωB97M-V/def2-TZVPD) results for C17H22N2O2 as an isolated structure.

For the highest occupied orbital energy, the calculation gives -8.58 eV. As for the frontier orbital gap: 8.4 eV.

Cartesian coordinates (Å):
1 C -3.2425 -2.9359 1.5250
2 C -2.5339 -1.8564 0.6096
3 N -3.1421 -0.6048 0.5583
4 C -2.7451 0.2735 -0.1917
5 C -3.4581 1.3620 -0.3245
6 C -3.0719 2.4944 -0.8716
7 C -1.9480 2.3086 -1.5351
8 C -1.1908 1.2749 -1.8351
9 C -1.6701 0.1887 -1.0370
10 C -0.9028 -1.1293 -0.8696
11 C -1.5416 -1.8804 -0.0694
12 H -1.1119 -2.9516 -0.1211
13 C 0.3853 -1.4706 -1.6811
14 O 0.5732 -0.9631 -2.7053
15 N 1.3143 -1.7954 -0.8716
16 H 1.0451 -1.8757 0.3658
17 C 2.7500 -2.0011 -1.0819
18 C 3.4338 -0.5922 -0.7510
19 C 3.5872 -0.0465 0.5988
20 O 2.9137 1.1656 1.0504
21 C 1.4906 1.2631 0.6934
22 C 1.1476 2.8558 0.7853
23 H 0.1961 3.0467 0.5471
24 H 1.7422 3.1987 -0.0559
25 H 1.6038 3.4581 1.2745
26 C 0.8500 0.7260 1.9709
27 H -0.2916 0.6277 1.8116
28 H 1.0204 -0.1905 2.1029
29 H 0.9637 1.2055 2.9952
30 H 1.2381 0.7162 -0.0583
31 H 4.5221 0.0276 0.9750
32 H 2.9437 -0.9515 1.1321
33 H 3.0440 0.3151 -1.3769
34 H 4.4706 -0.7769 -1.2165
35 H 3.1523 -2.7462 -0.6147
36 H 2.7739 -1.8177 -2.1739
37 H -0.2626 1.1438 -2.4977
38 H -1.5135 3.2879 -2.0302
39 H -3.5592 3.5703 -0.9103
40 H -4.4917 1.7518 0.5230
41 H -3.4581 -3.8675 0.9718
42 H -4.3364 -2.4976 2.1562
43 H -2.6896 -3.3113 2.2337

Atom charges from the natural (NBO) analysis, given in e for atoms 1 to 4: C -0.60; C 0.21; N -0.35; C -0.01



Here are the energies relative to the best structure, in kcal/mol: run a 0.0; run b 249.4.



Run a
DFT (ωB97M-V/def2-TZVPD) results for a 2-piece molecular cluster, C2H5FS2 overall.

For the highest occupied orbital energy, the calculation gives -9.55 eV. As for the frontier orbital gap: 10.0 eV.

Cartesian coordinates (Å):
1 C 1.0994 -0.5759 -0.0983
2 C 0.3523 0.6743 -0.2386
3 F 0.5886 1.5568 0.8022
4 S -2.1643 -0.8943 0.4285
5 S -1.3635 0.5628 -0.7260
6 H 2.1475 -0.4886 -0.1962
7 H 0.8073 -0.9513 0.9527
8 H 0.6434 -1.2562 -0.7838
9 H 0.8072 1.4305 -1.5475
10 H -2.9180 -0.0581 1.4071

Atom charges from the natural (NBO) analysis, given in e for atoms 1 to 4: C -0.70; C 0.12; F -0.37; S -0.18



Run b
DFT (ωB97M-V/def2-TZVPD) results for a 2-piece molecular cluster, C2H5FS2 overall.

For the highest occupied orbital energy (alpha / beta), the calculation gives -8.72 / -8.66 eV. As for the frontier orbital gap (alpha / beta): 7.2 / 9.0 eV.

Cartesian coordinates (Å):
1 C 1.7978 -0.6080 -0.4017
2 C -2.2615 0.4466 0.0536
3 F -2.4482 -0.8960 0.2227
4 S 1.7401 1.1639 0.0689
5 S 0.6580 1.0817 1.7330
6 H 2.7029 -1.2175 -0.3084
7 H 1.3569 -0.7606 -1.3004
8 H 1.1493 -1.0044 0.3708
9 H -1.7448 0.6931 -0.8701
10 H -2.9505 1.1013 0.4317

Atom charges from the natural (NBO) analysis, given in e for atoms 1 to 4: C -0.76; C 0.10; F -0.34; S 0.22



Here are the energies relative to the best structure, in kcal/mol: run a 0.0; run b 27.1.



Run a
DFT (ωB97M-V/def2-TZVPD) results for an isolated ion of composition C2H4NO2 and charge +1.

The expectation value of S² is 2.010. As for the total charge: +1. As for the multiplicity: 3. For the highest occupied orbital energy (alpha / beta), the calculation gives -10.67 / -17.14 eV. As for the frontier orbital gap (alpha / beta): 6.1 / 8.9 eV.

Cartesian coordinates (Å):
1 C 0.9537 0.7875 -0.8719
2 C 0.3199 -0.4051 -0.1709
3 N -0.8433 -0.2204 0.6526
4 O 1.6966 1.7511 -0.9207
5 O 0.1506 0.0327 -1.5363
6 H 0.8016 -1.3633 0.0272
7 H -1.7033 0.2395 0.2337
8 H -0.3457 0.2827 1.5087
9 H -1.0302 -1.1048 1.0774

Atom charges from the natural (NBO) analysis, given in e for atoms 1 to 4: C 0.36; C 0.19; N -0.73; O -0.14



Run b
DFT (ωB97M-V/def2-TZVPD) results for an isolated ion of composition C2H4NO2 and charge +1.

The expectation value of S² is 2.007. As for the total charge: +1. As for the multiplicity: 3. For the highest occupied orbital energy (alpha / beta), the calculation gives -15.92 / -18.91 eV. As for the frontier orbital gap (alpha / beta): 12.0 / 8.5 eV.

Cartesian coordinates (Å):
1 C 0.0088 -0.9193 -0.6749
2 C 0.0374 0.3505 0.0299
3 N -0.4080 -1.1055 -2.0066
4 O -1.2782 -1.3451 -2.8696
5 O 0.8124 -1.3559 -1.8268
6 H -0.1891 -1.7348 -0.1185
7 H -0.9134 0.3967 0.5922
8 H 0.1316 1.2781 -0.5756
9 H 0.8792 0.2328 0.6236

Atom charges from the natural (NBO) analysis, given in e for atoms 1 to 4: C 0.33; C -0.68; N 0.26; O 0.16



Here are the energies relative to the best structure, in kcal/mol: run a 0.0; run b 36.6.



Run a
DFT (ωB97M-V/def2-TZVPD) results for a 2-piece molecular cluster, CH8NO overall.

As for the total charge: +1. For the highest occupied orbital energy, the calculation gives -15.68 eV. As for the frontier orbital gap: 11.8 eV.

Cartesian coordinates (Å):
1 N 1.5586 -1.0105 -0.6472
2 H 1.5470 -1.6628 0.1250
3 H 2.4353 -0.5265 -0.7817
4 H 0.7937 -0.2803 -0.4234
5 H 1.3823 -1.4750 -1.5408
6 C -1.3781 0.8780 0.9546
7 O -0.5677 0.4918 -0.2170
8 H -0.8150 1.6188 1.5006
9 H -1.6062 -0.0494 1.4436
10 H -2.3239 1.2810 0.6138
11 H -1.0258 0.7351 -1.0275

Atom charges from the natural (NBO) analysis, given in e for atoms 1 to 4: N -0.89; H 0.45; H 0.44; H 0.48



Run b
DFT (ωB97M-V/def2-TZVPD) results for a 2-piece molecular cluster, CH8NO overall.

As for the total charge: +1. For the highest occupied orbital energy, the calculation gives -16.66 eV. As for the frontier orbital gap: 12.9 eV.

Cartesian coordinates (Å):
1 C -0.3253 -1.0908 0.2462
2 N -0.8654 0.3215 0.4367
3 H -0.9376 -1.7080 0.9194
4 H -0.1952 -1.3873 -0.7869
5 H 0.7965 -1.0360 0.4111
6 H -1.3619 0.5561 -0.4287
7 H -0.1256 0.9584 0.7804
8 H -1.5127 0.3778 1.2335
9 H 1.3734 0.2283 -1.1818
10 H 1.9180 1.7177 -0.8974
11 O 1.2359 1.0623 -0.7325

Atom charges from the natural (NBO) analysis, given in e for atoms 1 to 4: C -0.45; N -0.69; H 0.25; H 0.24



Run c
DFT (ωB97M-V/def2-TZVPD) results for a 2-piece molecular cluster, CH8NO overall.

As for the total charge: +1. For the highest occupied orbital energy, the calculation gives -15.66 eV. As for the frontier orbital gap: 11.6 eV.

Cartesian coordinates (Å):
1 N 1.1211 -0.5954 1.1929
2 H 2.1111 -0.2544 1.0173
3 H 0.3700 -0.0974 0.6450
4 H 0.9448 -0.4908 2.2754
5 H 1.1166 -1.6611 1.0857
6 C -1.1284 0.8364 -0.9694
7 O -0.4956 -0.4601 -0.6612
8 H -1.3263 0.8292 -2.1063
9 H -0.6719 1.8135 -0.5623
10 H -2.1026 0.7211 -0.4738
11 H 0.0612 -0.6409 -1.4433

Atom charges from the natural (NBO) analysis, given in e for atoms 1 to 4: N -0.91; H 0.45; H 0.48; H 0.45



Run d
DFT (ωB97M-V/def2-TZVPD) results for a 2-piece molecular cluster, CH8NO overall.

As for the total charge: +1. For the highest occupied orbital energy, the calculation gives -15.10 eV. As for the frontier orbital gap: 11.2 eV.

Cartesian coordinates (Å):
1 N -0.6751 0.5741 -1.5133
2 H -0.3061 0.2497 -0.5749
3 H -1.5409 0.0384 -1.6087
4 H -0.2756 0.3407 -2.4193
5 H -0.8409 1.5593 -1.3131
6 C 0.9360 -0.3938 1.1611
7 O -0.3983 -0.6434 0.8556
8 H 1.0557 0.6668 1.5316
9 H 1.5863 -0.3851 0.2772
10 H 1.3654 -0.9501 2.0317
11 H -0.9063 -1.0565 1.5721

Atom charges from the natural (NBO) analysis, given in e for atoms 1 to 4: N -0.89; H 0.49; H 0.45; H 0.46



Here are the energies relative to the best structure, in kcal/mol: run a 0.0; run b 10.5; run c 18.8; run d 13.9.